Record 1
DFT (ωB97M-V with the def2-TZVPD basis set) results for a molecular structure, C4H8N4.

Output
**Orbital gap**: 8.4 eV

Structure (XYZ):
```
16
Properties=species:S:1:pos:R:3:forces:R:3
N -1.074223 -0.720007 0.218764 0.80 2.76 -3.52
N -0.749191 -1.474208 1.096301 2.14 -1.72 0.49
N 1.777177 1.424493 -0.553349 4.29 -6.36 1.70
N 0.938322 1.671654 -1.487227 -4.67 3.64 -0.85
C -0.247693 1.038075 -1.185463 2.16 -3.09 0.94
C 1.337625 0.161443 0.215991 3.23 -0.21 -1.12
C -1.893923 -1.929203 1.668041 -6.14 -3.36 4.80
C 0.003720 -0.025135 -0.374392 -1.74 1.25 0.38
H 1.189528 0.594228 1.192905 0.41 -0.98 0.89
H 2.208154 -0.669525 0.106825 -2.45 1.55 0.63
H 1.261001 1.470798 -2.355765 1.10 -0.44 -3.34
H -1.105418 1.151310 -1.697632 -2.85 0.77 -1.69
H -2.363061 -3.251626 1.640685 2.27 3.86 -0.22
H 1.936399 2.022804 0.137553 0.27 4.09 2.58
H -2.855279 -1.349883 1.228585 2.15 -1.26 1.35
H -1.714298 -1.752704 2.880354 -0.96 -0.51 -3.01
```
Forces are in eV/Å.

Record 2
DFT (ωB97M-V with the def2-TZVPD basis set) results for a single C4H8N4 molecule.

Output
**SMILES**: [H]/N=C1/NN[C@H]2CN[C@@H]12
**Orbital gap**: 9.3 eV

Structure (XYZ):
```
16
Properties=species:S:1:pos:R:3:forces:R:3
N 2.262033 0.467610 0.797710 0.26 -1.55 -2.87
N 0.349123 -0.441764 1.687679 -0.27 3.05 2.36
N -0.841705 -1.133631 1.316489 0.90 0.55 -1.93
N -0.091886 0.959058 -1.600389 -0.60 -4.33 1.34
C 1.074996 -0.110273 0.520939 7.77 2.84 1.59
C -0.944358 -0.463352 -0.069717 -0.72 -5.49 -1.86
C -1.123322 0.949228 -0.366393 -1.08 5.55 -1.74
C 0.467984 -0.417161 -0.782442 -2.29 2.45 0.84
H 0.179954 0.484562 2.378287 0.55 -3.45 -2.50
H -1.641083 -0.996330 -0.774317 0.18 0.16 1.04
H -0.466754 0.296963 -2.383310 0.01 1.93 1.40
H 3.144373 0.542045 -0.035508 -4.28 -0.17 2.44
H -0.470442 -2.157790 1.258898 -1.34 2.23 -0.47
H 0.946059 -1.074540 -1.485902 -0.02 -0.66 0.21
H -0.564229 1.920854 0.201827 -2.04 -3.18 -0.70
H -2.280743 1.174520 -0.663850 2.96 0.06 0.84
```
Forces are in eV/Å.

Record 3
DFT (ωB97M-V with the def2-TZVPD basis set) results for a single C4H8N4 molecule.

Output
**SMILES**: [H]/N=C/N(C=C)/C=N\N
**Orbital gap**: 9.7 eV

Structure (XYZ):
```
16
Properties=species:S:1:pos:R:3:forces:R:3
N -0.450771 2.146840 0.237549 -1.56 1.32 -3.87
N -0.045946 -0.372331 0.268541 -2.27 2.06 1.96
N -0.900449 2.382205 -1.205891 2.14 1.41 0.93
N 0.945030 0.619133 -1.493321 1.89 -2.73 -2.86
C 0.453164 -0.478828 -0.933220 1.17 1.04 -4.69
C -0.265713 1.025037 0.765559 0.05 -1.80 -4.62
C -0.466247 -1.422715 1.112774 1.75 -0.71 1.44
C 0.293260 -2.406372 1.612532 1.31 2.24 -3.50
H -0.523580 3.451333 -1.486736 -1.14 -4.03 1.23
H 1.261879 -2.509330 1.117207 0.01 -0.57 0.70
H 1.391726 0.512578 -2.566370 -1.84 -0.39 3.80
H -0.111672 1.055600 1.725301 0.78 0.05 5.43
H 0.214017 -1.429533 -1.469849 0.78 0.44 0.52
H -0.478405 1.627493 -1.890514 -0.53 2.09 1.96
H -0.015362 -2.868043 2.476716 -0.56 -1.60 1.42
H -1.300931 -1.333066 1.729723 -1.98 1.18 0.13
```
Forces are in eV/Å.

For reference, relative energy (zero: lowest compared OMol25 entry of this formula, charge and spin) by record: 155.5; 154.8; 119.8 kcal per mole.
For reference, maximum force by record: 0.16500; 0.16375; 0.10669 hartree/bohr.